No. 1
Formula: C5H8O2
Source: the OMol25 dataset
Level of theory: ωB97M-V/def2-TZVPD

Structure (ORCA input):
```
! wB97M-V def2-TZVPD RIJCOSX def2/J DEFGRID3
* xyz 0 1
C -0.1813 0.0655 0.0933
H -0.2432 1.9530 -0.9155
H -1.8489 -1.3178 0.2244
O 2.9921 0.1468 -0.0417
C 0.9159 -0.5876 -0.8463
H 1.9737 -0.0752 -1.3503
H -0.4819 -1.7356 1.2850
C -1.0681 -0.9072 0.8746
C 1.8138 -0.0746 0.1760
H -1.7026 0.9609 -1.1165
H -1.4158 1.8086 0.4227
H 0.8085 -1.6388 -1.1131
O 0.9308 0.5135 1.0007
H -1.5612 -0.3886 1.7119
C -0.9320 1.2770 -0.4053
*
```

## Properties
Relative energy (zero: lowest compared OMol25 entry of this formula, charge and spin)   281.60 kJ/mol

Population analysis type Löwdin, resulting atomic charges in e:
1. C -0.4628
2. H 0.0935
3. H 0.0916
4. O 0.0728
5. C 0.0273
6. H 0.2204
7. H 0.0917
8. C -0.0141
9. C -0.5805
10. H 0.0943
11. H 0.0922
12. H 0.1160
13. O 0.0823
14. H 0.0959
15. C -0.0207

No. 2
Formula: C5H8O2
Source: the OMol25 dataset
Level of theory: ωB97M-V/def2-TZVPD

Structure (ORCA input):
```
! wB97M-V def2-TZVPD RIJCOSX def2/J DEFGRID3
* xyz 0 1
O 0.7345 1.4801 -0.0989
H -2.1954 -0.9110 0.8041
H 2.9894 -0.3765 0.1308
O -1.2852 -0.8617 1.1255
H -2.8326 1.8344 -0.7352
H -3.4492 1.6075 -1.0936
C 0.0491 -0.5469 -1.0319
C -0.5621 1.4764 0.2504
H 1.9514 -1.5670 0.9461
C -0.5823 -0.0402 0.2796
H 2.2368 0.0183 1.6965
C 2.0918 -0.5011 0.7448
H 0.0464 -1.6331 -1.0955
C 0.8900 0.0284 0.0445
H -0.0827 -0.0076 -1.9671
*
```

## Properties
Relative energy (zero: lowest compared OMol25 entry of this formula, charge and spin)   552.93 kJ/mol

Population analysis type Löwdin, resulting atomic charges in e:
1. O -0.0110
2. H 0.1124
3. H 0.0909
4. O 0.0447
5. H -0.0075
6. H 0.0323
7. C 0.0468
8. C 0.0899
9. H 0.0967
10. C -0.4493
11. H 0.0945
12. C 0.0186
13. H 0.1266
14. C -0.4029
15. H 0.1174

No. 3
Formula: C5H8O2
Source: the OMol25 dataset
Level of theory: ωB97M-V/def2-TZVPD

Structure (ORCA input):
```
! wB97M-V def2-TZVPD RIJCOSX def2/J DEFGRID3
* xyz 0 1
H -2.1562 1.1150 0.9263
H 0.7664 1.2496 1.3278
C 2.0721 -0.3546 0.5326
C 0.8550 0.5371 0.5051
O -2.3507 -0.4268 -0.5204
O 0.5963 1.0621 -0.8039
H -0.8606 -1.3119 -1.7428
H 2.1345 -0.9826 1.4260
H 2.1013 -0.9853 -0.3614
C -1.0533 -1.0180 -0.7057
C -0.3900 0.2607 -0.2057
H 2.9640 0.2839 0.5074
H -0.9185 -1.8799 -0.0386
C -1.7953 0.8175 -0.0654
H -1.9651 1.6331 -0.7813
*
```

## Properties
Relative energy (zero: lowest compared OMol25 entry of this formula, charge and spin)   250.09 kJ/mol
SMILES   C[C@H]1OC12COC2

Population analysis type Löwdin, resulting atomic charges in e:
1. H 0.1254
2. H 0.1457
3. C -0.0308
4. C -0.2573
5. O -0.1021
6. O 0.0281
7. H 0.1283
8. H 0.0797
9. H 0.0874
10. C -0.0833
11. C -0.3724
12. H 0.0839
13. H 0.1261
14. C -0.0899
15. H 0.1311

No. 4
Formula: C5H8O2
Source: the OMol25 dataset
Level of theory: ωB97M-V/def2-TZVPD

Structure (ORCA input):
```
! wB97M-V def2-TZVPD RIJCOSX def2/J DEFGRID3
* xyz 0 1
O 1.5095 -0.6045 -1.1238
C -1.3572 0.1862 0.3481
H -0.3401 -1.4752 1.3697
C 0.7277 1.2832 0.1439
H -1.3166 2.2846 -0.0778
H 1.0061 -1.4072 -1.3453
H 1.7293 -0.4840 0.9391
H 1.2461 1.7742 -0.6858
H -2.4271 0.0616 0.5044
C -0.7749 1.3550 0.0828
H 1.0813 1.7622 1.0705
C 1.0179 -0.2299 0.1399
O -0.6216 -1.9526 -0.5728
C -0.3590 -0.9442 0.4116
H -1.1185 -1.5087 -1.2756
*
```

## Properties
Relative energy (zero: lowest compared OMol25 entry of this formula, charge and spin)   96.73 kJ/mol
SMILES   O[C@@H]1C=CC[C@@H]1O

Population analysis type Löwdin, resulting atomic charges in e:
1. O -0.0256
2. C -0.0461
3. H 0.1467
4. C -0.1231
5. H 0.1053
6. H 0.0773
7. H 0.1403
8. H 0.1167
9. H 0.1105
10. C -0.0662
11. H 0.1188
12. C -0.3227
13. O -0.0409
14. C -0.2960
15. H 0.1049

No. 5
Formula: C5H8O2
Source: the OMol25 dataset
Level of theory: ωB97M-V/def2-TZVPD

Structure (ORCA input):
```
! wB97M-V def2-TZVPD RIJCOSX def2/J DEFGRID3
* xyz 0 1
H 1.0126 0.0619 -1.8233
C -2.0707 -0.2442 0.6097
C 2.2465 1.1336 -0.4041
O 0.0835 0.3656 0.0142
H 1.6513 -0.8476 -0.4386
H -1.7722 1.4943 -0.1126
H -0.3592 -1.5964 0.4969
C 1.2231 0.1199 -0.7544
H -1.8685 -0.0314 1.6699
H -2.8474 -1.0108 0.5476
H 3.8418 0.4623 1.0142
C -0.7946 -0.7342 -0.0335
O -2.5371 0.9016 -0.0606
H -0.9754 -1.0203 -1.0801
C 3.1663 0.9457 0.3546
*
```

## Properties
Relative energy (zero: lowest compared OMol25 entry of this formula, charge and spin)   407.40 kJ/mol
SMILES   C#CCOCCO

Population analysis type Löwdin, resulting atomic charges in e:
1. H 0.1202
2. C -0.2482
3. C -0.0609
4. O -0.1526
5. H 0.1228
6. H 0.0866
7. H 0.1320
8. C -0.2779
9. H 0.1232
10. H 0.1238
11. H 0.0479
12. C -0.2161
13. O -0.0551
14. H 0.1323
15. C 0.1219

No. 6
Formula: C5H8O2S
Source: the OMol25 dataset
Level of theory: ωB97M-V/def2-TZVPD

Structure (ORCA input):
```
! wB97M-V def2-TZVPD RIJCOSX def2/J DEFGRID3
* xyz 0 1
C 0.6995 0.6739 -0.5704
H 0.3517 0.2430 -1.5479
C -2.2065 -0.4751 0.2512
H 2.4199 -2.0730 0.7304
O -0.5034 2.6737 -0.1876
O 1.0461 -0.4427 0.3296
C 2.0848 -1.3200 -0.1376
H -0.7448 0.3334 1.6218
H -1.6036 -1.4240 0.0134
H 1.5113 1.3975 -0.7884
H -2.1605 1.4368 1.3410
S -3.8120 -0.4817 -0.3371
H 1.7438 -1.9553 -1.0480
C -1.4641 0.6448 0.8532
H 3.0770 -0.6843 -0.4000
C -0.4390 1.4530 -0.1236
*
```

## Properties
Relative energy (zero: lowest compared OMol25 entry of this formula, charge and spin)   275.79 kJ/mol
SMILES   COCC(=O)CC=S

Population analysis type Löwdin, resulting atomic charges in e:
1. C -0.1411
2. H 0.1559
3. C -0.6229
4. H 0.1185
5. O 0.0991
6. O -0.2348
7. C -0.1252
8. H 0.1113
9. H 0.0734
10. H 0.1464
11. H 0.1442
12. S 0.5932
13. H 0.0996
14. C -0.1923
15. H 0.1189
16. C -0.3443

No. 7
Formula: C5H8O2S
Source: the OMol25 dataset
Level of theory: ωB97M-V/def2-TZVPD

Structure (ORCA input):
```
! wB97M-V def2-TZVPD RIJCOSX def2/J DEFGRID3
* xyz 0 1
H 1.1881 1.3912 -1.1685
H 0.7267 -2.0308 1.3246
O -1.6607 -0.5520 -0.1851
H -1.1570 -2.4239 0.0865
C -0.6199 -1.5077 -0.2614
S 2.0165 -0.5852 -0.2663
C -0.0075 0.9376 0.5359
C -1.1493 0.7246 -0.4373
H -0.2615 1.8316 1.1442
H -0.8656 0.7237 -1.4432
C 0.5553 -1.1645 0.6564
H 2.0372 1.7034 0.3823
H -1.9114 1.5120 -0.2961
H -0.2773 -1.5524 -1.3061
O 0.0847 -0.0850 1.4101
C 1.3017 1.0772 -0.1760
*
```

## Properties
Relative energy (zero: lowest compared OMol25 entry of this formula, charge and spin)   141.76 kJ/mol
SMILES   C1OC[C@@H]2O[C@H]1CS2

Population analysis type Löwdin, resulting atomic charges in e:
1. H 0.0537
2. H 0.1336
3. O -0.1119
4. H 0.1442
5. C -0.1899
6. S 0.9265
7. C -0.4248
8. C -0.1513
9. H 0.1693
10. H 0.1054
11. C -0.5469
12. H 0.0959
13. H 0.1437
14. H 0.1144
15. O -0.0736
16. C -0.3880

No. 8
Formula: C5H8O2S3
Source: the OMol25 dataset
Level of theory: ωB97M-V/def2-TZVPD

Structure (ORCA input):
```
! wB97M-V def2-TZVPD RIJCOSX def2/J DEFGRID3
* xyz 0 1
O -3.6617 -0.3679 1.4825
H 2.4247 1.3263 1.0169
S 5.2496 -0.9214 0.0026
C -4.8525 0.4113 -0.5136
S 1.9266 -0.5001 -0.4368
S -6.0629 -0.5633 -0.4313
C -3.7711 0.2615 0.4894
H 4.8688 1.0225 1.4521
H 4.8694 -1.6049 1.0865
C 4.0504 1.4699 -0.5662
C 2.9661 0.7961 0.2607
H -2.0690 0.7999 0.7702
C 4.4636 0.5459 0.5466
H 4.1853 1.0860 -1.6045
H -4.7157 1.1199 -1.2709
H 4.1380 2.5503 -0.4559
O -2.7854 1.0876 0.0940
H 2.9244 -1.2087 -1.0600
*
```

## Properties
SMILES   S[C@@H]1C[C@@H]1S.O=C(O)C=S

Population analysis type Löwdin, resulting atomic charges in e:
1. O 0.1162
2. H 0.0779
3. S 0.7574
4. C -0.5887
5. S 0.6811
6. S 0.8529
7. C -0.6658
8. H 0.1047
9. H -0.1136
10. C -0.2009
11. C -0.6533
12. H 0.1712
13. C -0.7051
14. H 0.1096
15. H 0.0459
16. H 0.1001
17. O 0.0675
18. H -0.1571

M? In order: 100.1, 100.1, 100.1, 100.1, 100.1, 132.2, 132.2, 196.3 u.
Orbital gap? In order: 11.0, 9.2, 10.8, 10.8, 10.4, 8.2, 9.7, 7.6 eV.
Highest occupied orbital energy? In order: -10.3, -8.6, -9.9, -9.9, -10.0, -8.8, -8.9, -8.8 eV.